# 1
Density functional theory data (wB97M-V/def2-TZVPD) for 11 unconnected molecules or ions with the total composition C6H32NO11 at a distorted geometry.

```
50
Properties=species:S:1:pos:R:3:nbo_charge:R:1
C -2.87 -1.53 -1.53 -0.220
C -1.76 -0.90 -2.35 -0.512
C -0.52 -0.57 -1.59 0.036
C 0.06 0.66 -1.63 -0.239
C 1.26 0.84 -0.83 -0.142
C 1.39 1.92 0.02 0.330
O 2.53 2.27 0.60 -0.607
N -2.87 -1.32 -0.03 -0.680
H -2.86 -2.59 -1.78 0.240
H -3.91 -1.26 -1.76 0.232
H -1.55 -1.54 -3.21 0.286
H -2.22 -0.04 -2.86 0.242
H 0.10 -1.28 -1.08 0.255
H -0.14 1.44 -2.36 0.247
H 2.15 0.23 -0.97 0.276
H 0.57 2.51 0.40 0.224
H 3.30 2.17 0.01 0.523
H -2.01 -1.77 0.30 0.488
H -3.66 -1.67 0.51 0.476
H -2.88 -0.31 0.03 0.421
H 4.11 -0.61 0.65 0.469
H 4.60 -1.74 -0.12 0.497
O 3.88 -1.10 -0.15 -0.960
H 0.83 0.74 3.10 0.526
H 0.09 1.92 2.55 0.506
O 0.01 0.96 2.63 -0.975
H -1.68 2.98 0.50 0.467
H -2.06 3.61 -0.75 0.495
O -1.29 3.56 -0.18 -0.948
H -0.01 -1.81 1.07 0.509
H -0.19 -0.17 1.55 0.523
O -0.28 -0.91 0.89 -1.046
H 1.52 1.18 -4.49 0.479
H 2.15 1.45 -3.09 0.444
O 2.30 1.02 -3.94 -0.914
H 1.93 -3.12 0.12 0.495
H 1.37 -3.62 -1.19 0.492
O 1.15 -3.52 -0.25 -0.972
H -4.11 -1.07 3.09 0.504
H -2.97 -0.14 2.75 0.492
O -3.59 -0.76 2.35 -0.986
H -1.73 -4.44 -1.03 0.489
H -0.59 -4.18 -0.03 0.514
O -1.42 -3.80 -0.37 -1.000
H 3.31 1.26 2.30 0.483
H 3.34 0.94 3.89 0.511
O 2.84 0.94 3.06 -0.984
H 0.16 4.38 1.28 0.477
H 1.58 4.44 1.84 0.479
O 0.66 4.35 2.10 -0.943
```

DFT total energy: -1129.5204 Ha
LUMO level (alpha / beta): -0.2369 / -0.3670 hartree
2S+1: 2
Net charge: +2
HOMO (alpha / beta): -16.475 / -16.417 eV
Expectation value of S²: 0.767

# 2
Density functional theory data (wB97M-V/def2-TZVPD) for 15 unconnected molecules or ions with the total composition C4H36O16 at a distorted geometry.

```
56
Properties=species:S:1:pos:R:3:nbo_charge:R:1
C 1.31 -0.74 -1.93 -0.448
C 1.49 -1.66 -0.68 -0.441
C 2.03 -0.78 0.50 -0.045
O 2.13 -1.48 1.76 -0.791
C 0.86 -1.51 -3.14 -0.083
O -0.10 -0.69 -3.79 -0.737
H 2.31 -0.23 -2.18 0.180
H 0.64 0.23 -1.62 0.264
H 0.60 -2.03 -0.36 0.237
H 2.05 -2.63 -0.98 0.181
H 3.06 -0.58 0.38 0.157
H 1.46 0.16 0.65 0.165
H 1.60 -1.49 -3.90 0.157
H 0.78 -2.63 -3.01 0.171
H 2.96 -3.33 1.72 0.508
H 4.30 -2.92 1.10 0.457
O 3.85 -3.75 1.28 -0.982
H 0.37 2.60 1.49 0.430
H 1.10 3.97 0.81 0.499
O 1.28 3.07 1.47 -1.061
H -1.93 0.76 -1.10 0.502
H -1.03 -0.89 -3.39 0.490
O -2.55 0.04 -1.47 -1.050
H -0.84 -3.33 0.23 0.491
H -1.75 -3.00 -0.89 0.513
O -0.94 -3.59 -0.67 -1.026
H -1.02 -1.51 2.50 0.459
H -1.66 -1.88 1.13 0.493
O -0.73 -1.79 1.65 -1.082
H 0.03 -4.68 -1.63 0.508
H 1.49 -4.85 -1.40 0.454
O 0.75 -5.39 -1.61 -0.990
H 1.15 -1.55 1.87 0.512
H 0.27 1.49 0.28 0.474
O -0.43 1.57 -0.28 -0.955
H -4.34 -1.41 0.59 0.505
H -5.06 -2.07 -0.52 0.460
O -5.26 -1.71 0.31 -0.987
H 0.21 4.35 2.24 0.488
H 1.96 5.14 -0.47 0.451
O 1.06 5.02 -0.10 -1.123
H -1.22 4.48 2.02 0.458
H -0.80 2.47 -0.14 0.495
O -0.57 4.67 2.68 -0.979
H -2.46 -0.83 -0.85 0.514
H -2.97 -2.87 0.69 0.433
O -2.64 -2.25 0.26 -1.168
H 0.95 1.32 4.36 0.490
H 1.94 0.12 4.64 0.473
O 1.05 0.43 4.84 -0.964
H -1.67 4.58 -0.60 0.509
H -2.26 5.10 0.65 0.456
O -2.25 4.30 0.14 -0.984
H 0.19 5.12 -1.14 0.499
H -0.26 4.10 -2.32 0.449
O -0.48 4.95 -2.07 -1.084
```

DFT total energy: -1377.7754 Ha
LUMO level: 0.1756 hartree
Net charge: -2
HOMO: -4.465 eV

# 3
Density functional theory data (wB97M-V/def2-TZVPD) for 3 unconnected molecules or ions with the total composition C34H54BN2O5S2 at a distorted geometry.

```
98
Properties=species:S:1:pos:R:3:mulliken_charge:R:1
C -4.93 -0.71 1.11 -0.783
C -3.91 -1.96 1.43 -0.162
B -2.39 -1.29 1.66 0.355
O -2.27 -0.08 2.49 -0.613
C -1.10 -2.04 0.89 0.741
C 0.24 -1.56 1.72 0.063
C 1.50 -2.59 1.70 -0.488
C 2.76 -2.15 0.74 0.121
C 4.01 -1.43 1.54 -0.871
C 3.64 0.04 2.18 0.440
C 3.93 1.31 1.12 -0.646
C 2.99 1.25 -0.21 0.321
C 2.54 2.70 -0.82 -0.534
O 3.21 3.86 -0.22 -0.302
C 2.57 5.05 -0.86 0.669
C 1.78 6.14 0.12 -0.704
O 2.67 5.24 -2.20 -0.556
N -1.32 -3.50 1.02 0.090
C -1.62 -4.27 -0.23 -0.517
C -0.23 -4.90 -0.88 -0.682
C 0.42 -4.04 -2.10 -0.056
S -0.77 -3.43 -3.40 0.002
C 0.09 -2.93 -4.99 -0.282
S 1.47 -3.78 -5.52 -0.248
N -0.55 -1.76 -5.77 0.101
C 0.51 -0.83 -6.31 -0.525
C 1.35 -0.01 -5.11 -0.552
C -1.36 -2.43 -6.85 -0.241
C -2.72 -1.57 -7.30 -0.997
C -1.03 -1.37 -0.59 -0.609
O -2.16 -1.20 -1.33 -0.658
O 0.20 -0.80 -1.24 -0.520
H -5.47 -0.37 2.10 0.251
H -5.67 -0.93 0.22 0.271
H -4.25 0.21 0.76 0.074
H -4.24 -2.65 2.31 0.293
H -3.81 -2.57 0.41 0.048
H -1.55 0.54 2.16 0.311
H 0.54 -0.48 1.33 -0.256
H -0.05 -1.39 2.86 -0.075
H 1.26 -3.71 1.44 0.169
H 1.94 -2.61 2.81 0.219
H 3.21 -3.16 0.29 0.251
H 2.48 -1.49 -0.18 -0.161
H 4.95 -1.41 0.82 0.306
H 4.33 -2.14 2.44 0.340
H 2.47 0.02 2.41 -0.435
H 4.27 0.14 3.18 0.201
H 5.07 1.33 0.78 0.234
H 3.77 2.29 1.79 0.225
H 3.51 0.54 -1.02 0.330
H 1.98 0.68 0.07 -0.415
H 1.38 2.83 -0.64 0.271
H 2.69 2.63 -2.00 0.231
H 1.71 7.21 -0.40 0.274
H 2.40 6.18 1.13 0.291
H 0.70 5.72 0.36 0.156
H -1.86 -3.80 1.86 0.276
H -2.33 -3.77 -1.01 0.268
H -2.22 -5.24 0.14 0.324
H 0.59 -5.15 -0.05 0.275
H -0.53 -5.97 -1.33 0.330
H 1.11 -3.21 -1.62 -0.222
H 1.17 -4.78 -2.66 0.457
H -0.05 -0.01 -6.97 0.286
H 1.27 -1.35 -7.07 0.327
H 0.82 1.02 -4.84 0.240
H 2.46 0.16 -5.44 0.278
H 1.38 -0.62 -4.10 0.012
H -0.70 -2.62 -7.80 0.280
H -1.79 -3.43 -6.37 0.272
H -3.12 -0.86 -6.47 0.271
H -2.53 -0.97 -8.31 0.259
H -3.62 -2.31 -7.55 0.308
C -2.99 7.33 0.38 -0.409
C -2.23 6.57 -0.50 -0.316
C -2.61 5.27 -0.81 -0.541
C -3.77 4.73 -0.24 -0.404
C -4.53 5.49 0.64 -0.396
C -4.15 6.79 0.96 -0.313
H -2.69 8.35 0.62 0.344
H -1.34 6.99 -0.95 0.482
H -2.01 4.67 -1.49 0.428
H -4.07 3.71 -0.48 0.420
H -5.43 5.07 1.08 0.357
H -4.74 7.39 1.64 0.348
C 2.67 -1.51 7.22 -0.521
C 2.58 -0.86 5.99 -0.144
C 1.36 -0.34 5.56 -0.170
C 0.23 -0.46 6.37 -0.502
C 0.32 -1.10 7.60 -0.424
C 1.54 -1.63 8.03 -0.330
H 3.62 -1.92 7.56 0.365
H 3.46 -0.76 5.36 0.275
H 1.29 0.16 4.60 0.326
H -0.72 -0.05 6.04 0.424
H -0.56 -1.19 8.24 0.353
H 1.60 -2.14 8.99 0.343
```

DFT total energy: -2634.4830 Ha
LUMO level: 0.0769 hartree
Net charge: -1
HOMO: -4.811 eV

Question: net charge of number 1 (C6H32NO11)?
Answer: +2